# 1
The following is a DFT calculation (wB97M-V/def2-TZVPD) of an isolated ion of composition C18H30BrF2O3SSi and charge +1.

The value obtained for the HOMO-LUMO gap is 6.79 eV. Its total charge is +1. For the total energy, the calculation gives -119477.544 eV. The calculation puts the max |F| at 0.0169 Eh/bohr.

Each line ends with the natural charge from an NBO analysis.
Cartesian coordinates (Å):
C 5.076 -0.110 2.640  -0.64
C 4.419 -1.485 2.526  -0.06
O 5.123 -2.375 1.676  -0.53
C 4.656 -2.526 0.361  -0.08
C 5.466 -1.745 -0.653  -0.10
O 5.338 -0.336 -0.507  -0.53
C 4.516 0.315 -1.433  -0.08
C 3.052 0.239 -1.023  -0.10
O 2.389 1.389 -1.607  -0.53
C 1.042 1.451 -1.403  -0.15
S 0.702 3.157 -0.744  0.65
Br 1.177 3.010 1.334  0.10
C -1.199 3.147 -0.795  0.65
F -1.407 3.037 -2.134  -0.32
F -1.504 4.411 -0.422  -0.31
C -1.874 2.085 0.001  -0.52
C -3.382 2.345 0.142  -0.86
Si -4.400 0.781 0.517  1.64
C -6.125 1.081 -0.131  -1.11
C -4.466 0.490 2.368  -1.12
C -3.688 -0.706 -0.371  -0.50
C -3.105 -0.647 -1.641  -0.17
C -2.658 -1.783 -2.285  -0.24
C -2.788 -3.015 -1.671  -0.20
C -3.371 -3.103 -0.418  -0.19
C -3.813 -1.959 0.223  -0.20
H 5.018 0.267 3.661  0.21
H 4.617 0.616 1.968  0.19
H 6.126 -0.197 2.363  0.24
H 4.377 -1.969 3.502  0.19
H 3.387 -1.390 2.167  0.15
H 3.593 -2.256 0.293  0.15
H 4.735 -3.585 0.093  0.20
H 5.165 -2.059 -1.661  0.17
H 6.523 -1.985 -0.529  0.21
H 4.807 1.366 -1.450  0.21
H 4.657 -0.092 -2.439  0.18
H 2.555 -0.666 -1.382  0.18
H 2.977 0.296 0.067  0.19
H 0.657 0.739 -0.670  0.22
H 0.452 1.445 -2.325  0.23
H -1.666 1.132 -0.490  0.25
H -1.410 2.059 0.988  0.24
H -3.532 3.034 0.976  0.25
H -3.788 2.811 -0.758  0.25
H -6.090 1.161 -1.220  0.24
H -6.771 0.237 0.112  0.25
H -6.558 2.003 0.258  0.25
H -5.475 0.154 2.622  0.26
H -4.304 1.427 2.904  0.24
H -3.761 -0.255 2.734  0.25
H -3.033 0.304 -2.162  0.19
H -2.225 -1.719 -3.275  0.22
H -2.450 -3.915 -2.168  0.22
H -3.490 -4.062 0.069  0.22
H -4.267 -2.051 1.203  0.22


# 2
The following is a DFT calculation (wB97M-V/def2-TZVPD) of a 6-piece molecular cluster, C18H30F3N3O12 overall in a non-equilibrium geometry.

The value obtained for the HOMO-LUMO gap is 9.37 eV. The SMILES is O=C1OC[C@@H](F)O1.O=C1OC[C@@H](F)O1.O=C1OC[C@@H](F)O1.CN(C)C=O.CN(C)C=O.CN(C)C=O. Its total charge is 0. For the total energy, the calculation gives -56345.142 eV. The calculation puts the max |F| at 0.0647 Eh/bohr.

Each line ends with the natural charge from an NBO analysis.
Cartesian coordinates (Å):
O -5.221 -2.526 2.104  -0.55
C -4.903 -1.448 2.451  0.98
O -3.616 -1.044 2.710  -0.48
C -3.628 0.274 3.251  -0.12
C -4.973 0.770 2.714  0.42
F -4.785 1.105 1.397  -0.35
O -5.806 -0.361 2.682  -0.50
H -3.667 0.255 4.341  0.19
H -2.778 0.860 2.923  0.23
H -5.507 1.597 3.171  0.18
O 5.714 0.666 -5.592  -0.55
C 4.809 -0.065 -5.437  0.97
O 3.704 0.047 -4.715  -0.47
C 3.001 -1.144 -4.650  -0.15
C 3.670 -2.042 -5.579  0.43
F 2.877 -2.443 -6.647  -0.34
O 4.733 -1.254 -6.113  -0.49
H 2.949 -1.486 -3.607  0.20
H 1.939 -0.930 -4.786  0.23
H 4.151 -2.904 -5.153  0.17
O -0.320 4.064 -2.958  -0.54
C -1.438 3.929 -2.638  0.98
O -2.327 3.015 -3.086  -0.49
C -3.589 3.112 -2.510  -0.13
C -3.245 3.955 -1.302  0.43
F -2.889 3.062 -0.314  -0.36
O -2.067 4.666 -1.660  -0.50
H -4.303 3.567 -3.192  0.19
H -3.933 2.080 -2.281  0.24
H -3.992 4.599 -0.865  0.18
C 5.107 1.655 4.475  -0.41
N 4.274 0.707 3.744  -0.43
C 3.037 0.309 4.423  -0.42
C 4.543 0.270 2.491  0.54
O 3.843 -0.543 1.913  -0.65
H 4.604 2.611 4.620  0.20
H 6.033 1.900 3.922  0.21
H 5.435 1.312 5.492  0.20
H 2.850 -0.750 4.307  0.23
H 3.256 0.377 5.481  0.20
H 2.116 0.843 4.178  0.21
H 5.471 0.719 2.019  0.12
C -1.952 -3.644 0.967  -0.41
N -1.959 -2.877 -0.332  -0.43
C -0.844 -2.968 -1.236  -0.42
C -2.931 -1.986 -0.630  0.54
O -2.992 -1.263 -1.580  -0.65
H -2.852 -3.489 1.541  0.23
H -1.056 -3.395 1.526  0.22
H -1.995 -4.718 0.722  0.19
H -0.892 -3.951 -1.728  0.19
H -0.871 -2.157 -1.946  0.23
H 0.076 -2.934 -0.642  0.19
H -3.739 -2.073 0.110  0.11
C 1.672 0.398 -0.618  -0.41
N 0.598 0.046 0.273  -0.43
C -0.707 0.630 -0.044  -0.43
C 0.773 -0.735 1.342  0.51
O -0.129 -1.073 2.068  -0.67
H 1.649 1.480 -0.750  0.20
H 1.581 -0.063 -1.611  0.18
H 2.638 0.078 -0.222  0.23
H -0.707 1.724 0.044  0.20
H -0.910 0.385 -1.092  0.21
H -1.444 0.146 0.599  0.24
H 1.863 -0.945 1.514  0.16


# 3
The following is a DFT calculation (wB97M-V/def2-TZVPD) of one molecule with the formula C18H30O2 in a non-equilibrium geometry.

The value obtained for the HOMO-LUMO gap is 8.99 eV. The SMILES is CC/C=C\C/C=C\C/C=C\CCCCCCCC(=O)O. Its total charge is 0. For the total energy, the calculation gives -23227.805 eV. The value obtained for the energy above the lowest of the compared OMol25 structures with the same formula, charge and spin is 450.0 kcal/mol. The calculation puts the max |F| at 0.3700 Eh/bohr.

Each line ends with the natural charge from an NBO analysis.
Cartesian coordinates (Å):
C -5.028 -1.771 -1.151  -0.61
C -4.952 -0.548 -0.783  -0.40
C -3.786 0.234 -1.036  -0.20
C -2.844 0.679 -0.170  -0.15
C -2.703 0.808 1.043  -0.56
C -1.325 0.653 1.570  -0.14
C -0.436 -0.437 1.374  -0.14
C -0.876 -1.363 0.527  -0.51
C -0.398 -2.744 0.991  -0.12
C 0.786 -3.707 0.567  -0.18
C 1.684 -3.054 -0.420  -0.48
C 2.756 -2.294 0.060  -0.43
C 3.415 -1.537 -1.083  -0.38
C 4.516 -0.262 -0.804  -0.34
C 3.744 0.790 0.216  -0.37
C 2.490 1.354 -0.638  -0.33
C 1.812 2.549 0.480  -0.52
C 0.586 3.017 -0.141  0.76
O 0.004 2.581 -1.038  -0.61
O 0.010 3.964 0.379  -0.64
H -4.084 -2.393 -0.922  0.22
H -4.913 -1.628 -2.349  0.19
H -5.943 -2.291 -0.946  0.23
H -5.816 0.309 -1.055  0.22
H -5.143 -0.374 0.507  0.14
H -3.515 0.263 -2.125  0.19
H -1.830 1.173 -0.779  0.21
H -3.404 0.039 1.491  0.22
H -2.935 1.662 1.539  0.25
H -0.952 1.280 2.330  0.19
H 0.425 -0.455 1.832  0.20
H -1.820 -1.705 0.552  0.23
H -0.526 -1.318 -0.243  0.20
H -0.964 -3.071 2.046  0.18
H 1.027 -4.379 1.232  0.18
H 1.068 -2.706 -1.390  0.23
H 2.082 -4.062 -0.736  0.21
H 2.240 -1.356 0.415  0.18
H 3.436 -2.606 0.934  0.23
H 2.685 -1.144 -1.859  0.19
H 4.063 -2.043 -1.664  0.19
H 5.263 -0.763 -0.143  0.19
H 4.820 -0.056 -1.665  0.17
H 4.533 1.635 0.207  0.20
H 3.477 0.324 0.956  0.16
H 1.693 0.561 -0.591  0.21
H 2.826 1.732 -1.454  0.18
H 1.789 1.911 1.343  0.25
H 2.621 3.489 0.351  0.24
H -0.772 4.075 0.263  0.47


# 4
The following is a DFT calculation (wB97M-V/def2-TZVPD) of C18H31AuN6O3P2S as an isolated structure in a non-equilibrium geometry.

The value obtained for the HOMO-LUMO gap (spin up / spin down) is 7.17 / 4.84 eV. Its multiplicity is 3. Its total charge is +2. For the total energy, the calculation gives -67344.364 eV. The value obtained for the energy above the lowest of the compared OMol25 structures with the same formula, charge and spin is 12.2 kcal/mol. The calculation puts the max |F| at 0.0561 Eh/bohr.

Each line ends with the natural charge from an NBO analysis.
Cartesian coordinates (Å):
Au 0.286 0.137 0.105  0.92
N -6.575 -4.195 2.900  -0.59
C -5.551 -3.838 2.115  0.25
C -4.222 -3.899 2.602  -0.21
C -3.179 -3.508 1.801  -0.11
C -3.432 -3.068 0.507  -0.21
C -4.726 -2.977 0.008  -0.14
C -5.776 -3.378 0.796  -0.19
S -2.047 -2.487 -0.432  2.31
O -2.365 -2.257 -1.807  -0.92
O -0.858 -3.253 -0.151  -0.96
N -1.765 -1.076 0.350  -0.98
C -2.525 -0.017 0.157  0.54
N -1.856 1.161 0.187  -0.57
C -2.534 2.270 -0.027  0.12
C -3.901 2.265 -0.265  -0.33
C -4.514 1.016 -0.235  0.13
N -3.847 -0.093 -0.011  -0.52
H -6.417 -4.523 3.840  0.43
H -7.525 -4.159 2.565  0.43
H -4.043 -4.259 3.602  0.24
H -2.156 -3.563 2.133  0.25
H -4.873 -2.618 -0.998  0.27
H -6.785 -3.350 0.416  0.24
H -1.955 3.184 -0.014  0.22
H -4.456 3.170 -0.442  0.25
H -5.581 0.898 -0.375  0.21
C -0.908 -0.802 3.482  -0.95
P 0.296 0.151 2.505  1.01
C 0.375 1.785 3.305  -0.96
C 1.906 -0.652 2.904  -0.73
C 3.011 -0.137 1.990  -0.73
P 2.648 -0.427 0.208  0.97
C 3.158 -2.142 -0.116  -0.96
C 3.870 0.616 -0.641  -0.95
H -0.651 -0.746 4.543  0.26
H -0.888 -1.836 3.138  0.25
H -1.904 -0.392 3.314  0.26
H 0.708 1.669 4.339  0.25
H -0.617 2.237 3.281  0.26
H 1.064 2.428 2.758  0.26
H 1.778 -1.735 2.797  0.25
H 2.144 -0.441 3.954  0.26
H 3.966 -0.612 2.236  0.26
H 3.134 0.942 2.116  0.24
H 4.130 -2.322 0.349  0.25
H 3.240 -2.290 -1.192  0.27
H 2.416 -2.838 0.278  0.26
H 4.878 0.327 -0.336  0.26
H 3.690 1.660 -0.382  0.26
H 3.756 0.494 -1.718  0.26
C -0.112 0.354 -4.820  -0.42
N 0.144 -0.907 -4.166  -0.58
C 0.271 -1.025 -2.842  0.81
N 0.646 -2.236 -2.360  -0.84
O 0.169 -0.007 -2.116  -0.76
H 0.312 0.333 -5.821  0.22
H 0.352 1.142 -4.233  0.23
H -1.181 0.558 -4.885  0.21
H 0.122 -1.738 -4.735  0.41
H 0.624 -3.013 -3.005  0.40
H 0.309 -2.490 -1.434  0.42